# 1
C34H64N4O4S | wB97M-V/def2-TZVPD

Computed properties:
spin multiplicity	3
orbital gap (alpha / beta)	7.64 / 8.91	eV
DFT total energy	-61277.161	eV
HOMO (alpha / beta)	-0.2846 / -0.3313	Ha

Structure (XYZ):
```
107
C34H64N4O4S (wB97M-V/def2-TZVPD)
S 1.064 1.392 -2.407
O 1.750 2.642 -2.264
O -0.349 1.305 -2.198
O 4.739 7.698 -3.582
O -3.184 -3.582 4.701
N -2.084 -3.426 5.325
N 1.871 1.440 1.062
N 4.320 7.452 -2.404
N 1.610 -2.220 1.190
C 1.460 -1.246 -1.233
C -3.044 -4.929 -3.779
C -0.299 -5.673 5.622
C 0.042 -1.591 -1.743
C -4.587 -1.957 -3.364
C -6.316 -0.769 -1.858
C 1.879 0.914 0.046
C 0.315 -2.688 4.933
C -1.213 -3.339 7.686
C -0.994 -3.598 -3.000
C -1.565 -5.552 6.465
C -6.726 -0.503 -0.402
C -4.891 -3.200 -4.233
C 2.801 5.833 -1.205
C -0.880 -3.505 4.424
C 1.915 0.252 -1.259
C 5.987 5.941 -0.597
C -3.643 -3.915 -4.761
C -3.484 -4.148 7.206
C 6.321 7.382 -0.973
C -0.486 -4.977 4.277
C -2.060 -4.111 6.660
C -5.301 -1.906 -1.999
C 3.969 6.007 -2.191
C 5.081 8.200 -1.342
C 4.243 8.485 -0.089
C -1.264 -2.921 3.072
C 5.229 5.259 -1.731
C -2.273 -4.334 -2.602
C 3.506 5.423 -3.520
C 1.546 -1.774 0.138
C 5.487 9.549 -1.925
C -0.182 -3.115 -1.783
C 1.491 0.738 -4.001
H -2.925 -3.657 -2.039
H 1.586 -0.344 -3.989
H -2.361 -6.123 5.977
H -5.829 -2.851 -1.837
H 2.813 4.826 -0.786
H 1.037 -2.602 4.120
H -4.134 -4.787 6.615
H 4.932 4.247 -1.445
H -3.877 -4.439 -5.691
H 0.005 -1.681 5.215
H 2.441 1.192 -4.277
H -0.328 -2.873 7.273
H 1.852 5.954 -1.730
H 4.087 7.615 0.542
H 3.140 4.412 -3.330
H 4.611 10.103 -2.264
H 6.912 5.395 -0.405
H -2.890 -3.163 -5.026
H -0.134 -1.166 -2.727
H 4.306 5.380 -4.256
H -7.201 -1.010 -2.454
H -5.502 -2.891 -5.084
H -3.916 -3.148 7.230
H -1.614 -1.893 3.177
H -0.675 -1.127 -1.067
H -0.394 -4.270 -3.621
H 2.688 6.009 -3.937
H -3.865 -5.530 -3.374
H -1.417 -5.996 7.452
H 0.780 -3.636 -1.747
H 6.165 9.438 -2.766
H 5.410 5.901 0.331
H -0.382 -2.919 2.433
H 2.196 -1.816 -1.806
H 0.834 -3.143 5.771
H -2.047 -3.496 2.584
H 0.427 -5.027 3.678
H 7.003 7.376 -1.829
H -4.568 -1.813 -1.191
H 4.773 9.221 0.517
H 5.986 10.129 -1.147
H -2.003 -5.142 -1.914
H 2.799 6.537 -0.384
H -7.795 -0.312 -0.308
H 0.562 -5.264 6.158
H -6.486 -1.357 0.235
H -5.485 -3.918 -3.659
H 5.903 5.162 -2.589
H -1.809 -2.543 8.134
H -3.508 -1.888 -3.205
H -6.211 0.370 0.000
H 0.704 1.061 -4.680
H -4.865 -1.064 -3.931
H -3.444 -4.534 8.228
H -0.708 -3.414 -0.873
H -0.081 -6.730 5.455
H -0.895 -4.009 8.485
H -5.894 0.138 -2.300
H 6.837 7.890 -0.155
H -2.395 -5.621 -4.326
H -1.270 -5.495 3.715
H 3.272 8.903 -0.357
H 2.949 0.298 -1.609
H -1.250 -2.744 -3.635
```


# 2
C34H64O24S4 | wB97M-V/def2-TZVPD

Computed properties:
spin multiplicity	1
orbital gap	5.86	eV
charge	-2
DFT total energy	-128762.748	eV
HOMO	-0.0842	Ha

Structure (XYZ):
```
126
C34H64O24S4 (wB97M-V/def2-TZVPD)
S -3.525 -4.546 -1.578
S -5.361 -1.313 0.125
S -0.457 -0.144 5.726
S -1.684 2.684 -3.133
O -0.152 -1.306 6.655
O -3.155 2.542 1.591
O 3.984 -3.456 -5.740
O 2.293 5.329 -0.043
O 3.396 -2.454 -3.829
O 3.760 -1.388 1.085
O 0.027 -5.348 3.206
O 3.375 7.180 0.660
O 1.570 -3.949 3.898
O 5.345 -0.217 -3.519
O -3.892 -3.983 -0.220
O -4.188 2.232 3.587
O 5.311 -0.785 -5.724
O 1.832 6.164 1.970
O 4.066 0.652 0.297
O 5.821 -0.749 0.416
O -6.049 -0.993 -1.153
O -1.984 2.439 3.437
O -1.927 3.307 -4.490
O 3.607 0.311 -4.830
O 1.313 -5.883 4.987
O -0.616 1.473 0.520
O 0.062 -1.833 -0.790
O 1.946 -2.571 -5.508
C -1.503 -3.848 2.064
C -0.040 -4.278 2.282
C -1.051 2.938 2.476
C -3.859 -0.289 0.163
C 1.203 4.543 0.439
C -0.168 1.683 -3.521
C -1.071 0.187 0.297
C -1.361 -1.003 4.379
C -3.208 2.461 2.937
C 4.812 -0.291 -4.773
C 0.950 -3.240 2.830
C 1.067 0.279 4.884
C 4.662 -0.528 0.543
C -3.991 -3.233 -2.697
C -2.719 1.208 -2.860
C 2.559 6.325 0.832
C 1.185 4.898 1.900
C 1.221 -2.034 -4.404
C 1.031 -5.146 4.083
C 2.668 0.589 0.628
C -1.978 4.402 0.534
C -6.370 -0.594 1.488
C -0.061 -2.814 -4.214
C -1.855 3.045 1.163
C 2.558 -0.745 1.397
C 3.213 0.711 -3.506
C 2.619 -0.389 2.893
C 3.188 -2.854 -5.066
C -0.218 5.103 2.452
C -1.737 -4.450 -1.617
C 2.154 -2.122 -3.205
C 4.452 0.445 -2.656
C 5.099 1.740 -2.165
C -0.607 -0.611 -0.964
H 3.541 0.162 3.112
H -5.871 -0.592 2.455
H 0.099 0.031 -1.538
H -1.317 -3.560 -1.125
H 2.925 1.761 -3.542
H -0.215 0.612 -3.334
H -1.301 -5.338 -1.166
H -7.245 -1.231 1.641
H -0.599 3.866 2.835
H 5.066 2.588 -2.860
H 0.256 4.858 -0.019
H -3.271 -0.391 1.075
H -3.560 -2.266 -2.432
H 2.089 -1.225 -2.583
H -6.749 0.370 1.148
H 1.958 0.624 -0.203
H 0.475 -2.280 3.017
H 6.071 1.547 -1.718
H -2.126 -3.607 2.928
H -2.561 5.222 0.958
H 1.258 3.474 0.227
H 1.699 0.602 5.712
H -0.193 5.113 3.548
H 1.695 4.116 2.473
H 0.629 2.205 -2.995
H -0.549 -2.605 -3.251
H 0.012 1.795 -4.589
H 1.615 -1.161 1.038
H 2.342 0.145 -3.179
H 4.533 2.286 -1.397
H -2.422 -0.881 4.593
H -3.683 1.565 -2.506
H -2.778 0.681 -3.811
H -1.328 -4.310 -2.617
H -2.407 4.339 -0.470
H -4.174 0.756 0.236
H -0.226 2.218 2.483
H 1.911 -2.820 -2.397
H 1.742 -3.007 2.120
H -1.477 -0.685 -1.661
H -5.062 -3.095 -2.535
H 0.852 1.104 4.207
H 2.384 1.454 1.224
H 0.194 -3.862 -4.045
H -1.662 -2.930 1.485
H -2.167 0.119 0.525
H 1.502 -0.598 4.408
H -0.911 4.301 2.191
H -0.689 6.062 2.232
H -0.934 -2.587 -4.828
H -0.923 -1.988 4.474
H 0.229 -4.678 1.301
H -1.955 -4.557 1.371
H 2.697 -1.276 3.527
H -3.351 -0.494 -0.771
H -2.154 0.620 -2.138
H 1.825 0.280 3.226
H -1.259 -0.480 3.424
H -0.979 4.814 0.363
H 4.094 -0.062 -1.759
H -0.786 -0.469 1.153
H -1.498 2.342 0.410
H -3.787 -3.481 -3.738
H 0.912 -0.995 -4.532
```


# 3
C34H65Br3F9N7O13 | wB97M-V/def2-TZVPD

Computed properties:
spin multiplicity	1
orbital gap	8.36	eV
DFT total energy	-307946.177	eV
HOMO	-0.3421	Ha

Structure (XYZ):
```
131
C34H65Br3F9N7O13 (wB97M-V/def2-TZVPD)
Br -1.109 2.217 6.417
Br -2.617 0.789 3.766
Br 0.597 1.125 3.843
F -4.641 5.146 1.211
F -6.094 4.194 -0.068
F -2.838 -4.531 7.554
F -2.739 -5.692 5.658
F 1.365 8.074 -2.777
F 0.364 6.388 -3.417
F -5.885 3.453 1.889
F -4.610 -4.846 6.346
F 2.438 6.731 -4.066
O 3.356 5.419 -2.160
O -3.116 -2.236 6.085
O -4.164 2.463 -0.782
O -0.490 7.292 2.365
O -1.287 2.128 -5.725
O 3.810 -2.113 -2.618
O 1.132 -3.989 1.739
O 5.561 0.659 0.655
O 0.397 0.358 -1.277
O 1.602 5.877 -0.682
O -2.746 -3.560 4.178
O -4.050 -4.560 -0.937
O -3.359 2.601 1.295
N 2.141 -6.025 1.956
N -0.691 0.816 -3.943
N -2.881 -6.046 -2.091
N -0.028 5.438 3.575
N 2.080 -0.791 -3.230
N 5.704 -1.524 -0.256
N -0.204 1.618 0.453
C -1.757 -4.131 -1.374
C 1.445 5.458 3.651
C 2.634 -1.907 -2.758
C -0.334 3.143 -3.848
C 2.186 5.990 -1.778
C -1.052 0.791 4.987
C -2.715 -2.429 3.276
C -1.195 -0.475 -4.403
C -4.127 2.975 0.462
C -0.641 -0.788 0.381
C 4.921 3.550 -1.742
C -3.175 -3.021 1.928
C -3.985 -6.909 -2.492
C -0.843 1.953 -4.609
C 1.625 6.822 -3.014
C 4.134 4.748 -1.086
C 3.620 -0.501 0.302
C 1.078 -5.236 1.888
C -3.214 1.539 -1.342
C -3.293 -4.642 6.266
C -0.220 -5.842 2.121
C -3.860 1.048 -2.669
C -0.855 6.317 2.997
C 1.641 -2.921 -2.406
C 3.516 -5.621 1.787
C 7.136 -1.515 -0.570
C 5.081 -0.394 0.248
C -3.123 -3.323 5.440
C -2.288 6.071 3.173
C 2.782 0.252 -3.957
C -3.020 -4.916 -1.464
C 0.437 2.914 0.098
C -5.211 4.009 0.878
C -0.055 0.424 -0.168
H -1.950 -6.330 -2.362
H -1.080 -1.297 -3.696
H -0.484 4.718 4.117
H 3.365 -1.560 0.345
H -3.491 0.028 -2.778
H 4.270 2.791 -2.175
H -2.976 0.695 -0.694
H -0.986 3.607 -3.107
H -1.274 -1.334 -0.319
H -0.219 -6.914 2.320
H 4.748 5.512 -0.608
H 1.488 -3.114 -1.344
H 3.536 -4.548 1.597
H -4.160 -3.462 2.080
H -0.805 -5.293 2.858
H -0.528 1.555 1.408
H -4.806 -6.624 -1.835
H -0.190 0.838 -3.066
H 0.532 3.549 0.979
H 3.489 4.294 -0.333
H -2.970 6.388 2.384
H -1.727 -1.970 3.321
H -0.089 3.494 -0.660
H 4.115 -5.675 2.696
H -4.947 1.032 -2.742
H 2.241 0.477 -4.876
H 5.163 -2.291 -0.628
H -1.001 -4.394 -2.114
H -0.608 -0.724 -5.287
H 2.101 -3.797 -2.864
H -2.487 -3.781 1.558
H -1.046 -0.143 5.548
H -0.665 -5.723 1.133
H -3.501 -1.729 3.561
H -1.161 -0.530 1.303
H -4.186 -6.726 -3.547
H -1.973 -3.095 -1.635
H 0.673 -2.611 -2.798
H 3.102 -0.010 1.126
H -2.669 5.056 3.285
H 1.942 6.411 3.832
H -2.350 2.193 -1.465
H 1.393 2.690 -0.376
H 7.699 -1.940 0.261
H 1.759 5.050 2.690
H 1.800 4.778 4.426
H 4.054 -6.290 1.114
H 3.125 -0.087 -0.576
H 7.460 -0.499 -0.795
H 7.304 -2.289 -1.320
H -2.521 6.589 4.104
H 3.763 -0.025 -4.343
H 5.438 2.903 -1.033
H -3.751 -7.956 -2.299
H -2.222 -0.487 -4.769
H -0.287 3.969 -4.557
H 1.988 -7.007 2.137
H 0.136 -1.454 0.757
H -1.278 -4.047 -0.399
H 2.880 1.209 -3.444
H 0.630 2.995 -3.362
H -3.164 -2.307 1.104
H -3.564 1.628 -3.543
H 1.142 -0.644 -2.884
H 5.506 3.954 -2.569
```